[1]
131
Properties=species:S:1:pos:R:3 method="wB97M-V/def2-TZVPD" gap_ev=8.53 smiles="[H]/N=C(/C)C[C@@]1(CON=O)OS(=O)(=O)[C@](CC(=O)c2ccccc2)([PH2]=O)[C@@H](CN)[C@]1(C)[C@@H](Br)CC.O=S1(=O)OCCO1.O=S1(=O)OCCO1.O=S1(=O)OCCO1.O=S1(=O)OCCO1.O=S1(=O)OCCO1.O=S1(=O)OCCO1" max_force_ev_per_a=7.03 lumo_ev=-0.2896
H -0.857 -4.180 -0.224
N -0.528 -4.047 -1.189
C 0.602 -3.451 -1.076
C 1.283 -3.088 -2.465
C 1.389 -2.980 0.149
C 0.955 -3.185 1.646
C 1.125 -4.717 1.986
O 0.625 -5.658 1.003
N 0.531 -6.932 1.549
O -0.591 -7.257 1.671
O 2.202 -2.665 2.279
S 2.167 -2.419 3.865
O 1.828 -3.564 4.737
O 3.559 -2.157 4.240
C 1.061 -0.986 4.117
C 1.718 0.380 4.540
C 3.068 0.887 3.955
O 4.170 0.625 4.374
C 3.122 2.004 2.835
C 2.275 3.187 3.100
C 2.171 4.300 2.162
C 2.959 4.182 0.914
C 3.799 3.020 0.674
C 3.905 1.893 1.622
P 0.114 -1.345 5.734
O 1.082 -1.552 6.880
C 0.124 -0.927 2.789
C 0.838 0.064 1.799
N 0.406 0.266 0.409
C -0.287 -2.381 2.192
C -1.382 -1.966 1.085
C -1.231 -3.191 3.219
Br -2.759 -2.073 3.881
C -1.900 -4.520 2.677
C -3.466 -4.604 2.582
H 0.505 -2.879 -3.239
H 1.839 -2.125 -2.285
H 2.027 -3.864 -2.759
H 2.408 -3.475 0.070
H 1.642 -1.888 0.026
H 2.221 -4.980 2.097
H 0.696 -5.028 2.984
H 0.944 1.175 4.319
H 1.856 0.495 5.659
H 1.683 3.241 4.049
H 1.508 5.175 2.365
H 2.847 5.029 0.196
H 4.350 2.979 -0.290
H 4.530 1.000 1.410
H -0.615 -0.160 6.048
H -0.744 -2.447 5.761
H -0.787 -0.362 3.143
H 0.720 1.102 2.233
H 1.939 -0.191 1.779
H 1.224 0.167 -0.201
H 0.070 1.210 0.213
H -1.859 -0.999 1.409
H -2.218 -2.684 0.938
H -0.959 -1.749 0.081
H -0.554 -3.537 4.037
H -1.573 -5.409 3.289
H -1.528 -4.707 1.640
H -3.930 -3.846 1.890
H -3.671 -5.586 2.067
H -4.001 -4.688 3.559
O -3.032 2.934 1.539
S -3.566 1.800 0.857
O -2.818 1.061 -0.096
O -4.974 2.232 0.194
C -6.019 1.389 0.690
C -5.565 0.970 2.075
O -4.154 0.773 1.954
H -6.106 0.527 0.024
H -6.965 1.927 0.710
H -6.053 0.059 2.415
H -5.734 1.767 2.805
O 4.389 -0.015 -3.512
S 4.254 -1.339 -4.021
O 3.900 -2.442 -3.196
O 5.600 -1.704 -4.835
C 5.272 -2.034 -6.187
C 4.011 -1.249 -6.489
O 3.247 -1.300 -5.280
H 5.093 -3.110 -6.242
H 6.092 -1.770 -6.853
H 3.447 -1.672 -7.318
H 4.236 -0.202 -6.701
O -3.820 8.967 3.120
S -3.814 8.550 1.761
O -3.596 9.451 0.683
O -5.177 7.727 1.482
C -4.859 6.409 1.028
C -3.517 6.086 1.655
O -2.785 7.315 1.608
H -4.792 6.431 -0.063
H -5.634 5.706 1.328
H -2.987 5.302 1.120
H -3.629 5.798 2.703
O 4.087 1.693 -8.309
S 4.482 3.042 -8.071
O 3.973 4.132 -8.826
O 6.095 3.104 -8.088
C 6.572 3.611 -6.837
C 5.521 3.208 -5.820
O 4.273 3.364 -6.503
H 6.649 4.698 -6.918
H 7.551 3.196 -6.606
H 5.549 3.826 -4.925
H 5.624 2.157 -5.538
O 3.292 5.554 -1.911
S 2.253 6.497 -1.669
O 2.274 7.398 -0.572
O 0.846 5.705 -1.662
C -0.018 6.247 -2.666
C 0.910 6.783 -3.739
O 2.013 7.345 -3.022
H -0.605 7.049 -2.212
H -0.689 5.478 -3.046
H 0.433 7.537 -4.362
H 1.292 5.977 -4.371
O -5.968 -5.896 2.081
S -5.910 -6.275 0.712
O -5.713 -5.339 -0.340
O -7.224 -7.155 0.383
C -6.834 -8.445 -0.093
C -5.491 -8.718 0.557
O -4.820 -7.456 0.555
H -6.744 -8.394 -1.181
H -7.581 -9.191 0.173
H -4.910 -9.463 0.016
H -5.611 -9.035 1.596



[2]
70
Properties=species:S:1:pos:R:3 method="wB97M-V/def2-TZVPD" gap_ev="6.29 / 6.34" spin_multiplicity=7 total_charge=+2 max_force_ev_per_a=0.64 lumo_ev="-6.6541 / -6.5983" relative_energy_kj_mol=0.00
Tb 0.769 -0.592 0.700
C 4.037 0.566 2.225
C 2.686 0.080 2.661
C 2.429 -1.285 2.855
C 1.175 -1.744 3.285
C 0.956 -3.196 3.598
C 0.144 -0.810 3.440
C 0.358 0.563 3.245
C -0.751 1.554 3.438
C 1.632 0.984 2.849
H 4.613 0.867 3.102
H 3.954 1.436 1.574
H 4.601 -0.210 1.711
H 3.226 -2.001 2.688
H 1.139 -3.362 4.661
H 1.642 -3.838 3.047
H -0.070 -3.507 3.401
H -0.844 -1.152 3.729
H -0.726 1.928 4.463
H -1.728 1.101 3.276
H -0.637 2.409 2.773
H 1.800 2.035 2.642
O 4.199 2.813 -2.361
C 3.330 3.622 -1.747
C 3.558 4.996 -1.859
C 2.712 5.891 -1.246
C 1.610 5.449 -0.503
C 1.380 4.103 -0.383
C 2.231 3.161 -0.994
C 1.959 1.748 -0.834
O 0.947 1.383 -0.082
N 2.728 0.839 -1.415
N 2.304 -0.415 -1.072
C 2.760 -1.429 -1.709
C 2.259 -2.760 -1.342
C 2.568 -3.867 -2.116
C 2.022 -5.096 -1.764
C 1.180 -5.169 -0.668
C 0.906 -4.009 0.041
N 1.428 -2.822 -0.274
H 3.937 1.882 -2.234
H 4.408 5.326 -2.439
H 2.901 6.951 -1.349
H 0.948 6.164 -0.035
H 0.528 3.742 0.176
H 3.473 -1.310 -2.520
H 3.222 -3.771 -2.971
H 2.250 -5.980 -2.343
H 0.733 -6.104 -0.363
H 0.240 -4.040 0.896
N -8.315 1.704 -4.818
C -7.506 1.304 -4.109
C -6.491 0.801 -3.230
C -5.252 0.440 -3.756
C -4.267 -0.053 -2.918
C -4.537 -0.162 -1.562
C -5.764 0.196 -1.023
C -6.750 0.675 -1.867
N -3.520 -0.673 -0.687
C -3.675 -1.652 0.263
C -2.473 -1.777 0.881
N -1.578 -0.877 0.329
C -2.258 -0.231 -0.615
H -5.073 0.531 -4.818
H -3.315 -0.373 -3.320
H -5.946 0.109 0.039
H -7.716 0.958 -1.474
H -4.610 -2.169 0.388
H -2.199 -2.446 1.679
H -1.886 0.570 -1.234



[3]
20
Properties=species:S:1:pos:R:3 method="wB97M-V/def2-TZVPD" gap_ev="7.61 / 7.61" smiles="Nc1n[nH]c(C2CC2)[n+]([O-])c1=O" max_force_ev_per_a=4.33 lumo_ev="0.2737 / 0.2742" relative_energy_kj_mol=479.12
N -2.174 0.308 -3.099
C -1.366 0.005 -2.036
N -1.027 1.010 -1.259
N -0.270 0.907 -0.171
C 0.306 -0.226 0.309
C 1.118 -0.341 1.508
C 0.783 0.478 2.730
C 2.017 0.786 1.950
N -0.016 -1.320 -0.490
O 0.439 -2.460 -0.190
C -0.981 -1.369 -1.889
O -1.121 -2.420 -2.409
H -2.436 -0.415 -3.740
H -2.461 1.256 -3.242
H -0.118 1.794 0.293
H 1.459 -1.360 1.651
H 0.881 -0.001 3.691
H -0.052 1.161 2.672
H 2.044 1.686 1.352
H 2.974 0.520 2.369